Record 1
C17H29AgO4P3S5 | wB97M-V/def2-TZVPD

The geometry in XYZ format:
```
59
Properties=species:S:1:pos:R:3:mulliken_charge:R:1
Ag 9.136 12.268 11.186 -0.5761
S 6.798 14.815 17.232 -0.3413
C 7.413 15.108 15.735 0.0144
S 8.838 14.432 14.982 -0.1311
C 8.508 14.869 13.299 0.1919
C 7.494 15.866 13.142 -0.3221
S 7.331 16.958 11.768 0.0856
S 6.629 16.243 14.616 -0.0632
S 9.704 14.421 12.190 -0.4411
C 9.814 10.558 8.159 -1.0188
P 8.585 10.515 9.533 1.0475
C 6.961 10.291 8.685 -1.1817
C 8.709 8.891 10.397 0.0523
C 8.368 7.699 9.769 -0.2823
C 8.312 6.504 10.459 -0.6107
C 8.634 6.474 11.806 -0.6568
C 9.019 7.651 12.452 -0.3482
C 9.066 8.892 11.774 -0.2708
P 9.733 10.344 12.631 0.9417
C 8.877 10.348 14.284 -1.0101
C 11.456 9.774 12.942 -1.1602
H 9.383 9.967 7.322 0.3546
H 10.833 10.209 8.470 0.3389
H 9.920 11.594 7.806 0.2617
H 6.942 9.365 8.024 0.3644
H 6.774 11.148 8.020 0.2739
H 6.184 10.238 9.421 0.3795
H 8.103 7.729 8.723 0.3406
H 7.962 5.620 9.935 0.3819
H 8.560 5.565 12.408 0.3586
H 9.450 7.622 13.471 0.1890
H 9.330 9.621 14.978 0.3906
H 7.829 10.081 14.119 0.3697
H 8.992 11.376 14.707 0.1915
H 11.445 9.052 13.778 0.3905
H 12.083 10.651 13.207 0.3512
H 11.771 9.309 11.999 0.3429
C 8.129 13.157 4.915 -0.7197
O 7.813 13.171 6.324 -0.2350
H 7.214 13.127 4.313 0.2602
H 8.771 12.269 4.792 0.1903
H 8.768 14.020 4.679 0.3236
H 7.745 14.094 6.562 0.1983
C 4.069 17.793 10.084 -0.7649
O 5.353 17.437 9.496 0.3198
P 6.384 16.321 9.928 -1.3881
O 5.482 15.017 10.083 0.5400
C 5.623 13.677 9.541 -0.7051
O 7.387 16.235 8.729 0.5329
C 8.071 17.424 8.154 -0.9398
H 3.610 18.408 9.329 0.2237
H 4.136 18.343 11.043 0.2599
H 3.490 16.868 10.303 0.2673
H 6.593 13.549 9.017 0.0155
H 4.784 13.432 8.905 0.2622
H 5.640 12.989 10.379 0.3163
H 8.392 17.131 7.163 0.2410
H 8.934 17.612 8.792 0.3229
H 7.379 18.253 8.192 0.2802
```

Its HOMO energy (alpha / beta) is 0.0 / 0.0 eV. For the max |F|, the calculation gives 4.5 eV Å⁻¹. As for the energy above the lowest of the compared OMol25 structures with the same formula, charge and spin: 479.0 kJ/mol. The charge is -1. The orbital gap (alpha / beta) is 2.1 / 2.2 eV.

Record 2
C17H29BClNO3S | wB97M-V/def2-TZVPD

The geometry in XYZ format:
```
53
Properties=species:S:1:pos:R:3:mulliken_charge:R:1
C -4.902 -1.371 1.721 -0.8248
N -3.701 -2.072 1.114 -0.2675
C -2.610 -1.989 2.142 -0.7661
B -1.161 -1.491 1.526 0.1863
C 0.146 -1.826 2.429 -0.5985
C 1.161 -0.597 2.655 -0.3406
C 0.479 0.855 2.709 -0.1042
C 1.400 1.797 3.676 -0.7807
S 2.640 2.813 2.748 1.1171
O 2.266 3.109 1.325 -0.5257
O 2.712 4.150 3.476 -0.6135
Cl 4.584 2.018 2.887 -0.2017
C -1.103 -0.713 0.080 -0.3447
O -0.237 -1.470 -0.824 -0.5093
C 0.633 -0.605 -1.561 -0.1054
C 2.145 -0.651 -1.129 -0.2144
C 3.252 0.188 -1.801 0.3644
C 4.786 0.144 -1.318 -1.1011
C 2.815 1.103 -2.992 -0.7400
C 1.318 1.171 -3.423 -0.4766
C 0.203 0.336 -2.710 0.1753
C -1.342 0.417 -3.121 1.1888
C -1.625 1.713 -4.057 -1.5331
C -1.934 -0.940 -3.749 -1.0272
H -5.030 -1.581 2.838 0.2832
H -4.807 -0.245 1.543 0.2420
H -5.821 -1.829 1.190 0.3264
H -3.989 -3.059 1.030 0.2849
H -2.438 -3.037 2.598 0.2569
H -2.849 -1.298 3.025 0.3075
H -0.193 -2.224 3.454 0.2145
H 0.764 -2.669 1.932 0.2756
H 2.031 -0.623 1.909 0.0194
H 1.644 -0.765 3.695 0.5067
H 0.498 1.307 1.660 0.1413
H -0.562 0.870 3.199 0.1719
H 0.669 2.532 4.173 0.3440
H 1.930 1.209 4.496 0.4027
H -2.140 -0.664 -0.433 0.2659
H -0.749 0.374 0.166 0.2174
H 2.468 -1.323 -0.252 0.3905
H 5.321 -0.693 -1.898 0.2868
H 5.299 1.157 -1.478 0.3215
H 4.835 -0.104 -0.190 0.2353
H 3.639 1.703 -3.512 0.2713
H 1.077 1.874 -4.301 0.2411
H -1.919 0.621 -2.140 0.0952
H -1.481 1.461 -5.174 0.3315
H -0.990 2.620 -3.755 0.4139
H -2.733 2.007 -3.900 0.3577
H -1.143 -1.739 -3.958 0.2661
H -2.739 -1.326 -3.020 0.1786
H -2.513 -0.643 -4.703 0.3936
```

Its HOMO energy is -8.2 eV. For the max |F|, the calculation gives 7.3 eV Å⁻¹. The SMILES is CNCB(CCCCS(=O)(=O)Cl)COc1cc(C)ccc1C(C)C. The orbital gap is 7.3 eV.

Record 3
C17H29Cl2N2O4Sr | wB97M-V/def2-TZVPD

The geometry in XYZ format:
```
55
Properties=species:S:1:pos:R:3:mulliken_charge:R:1
O 0.831 -0.496 -2.396 -0.4754
C -0.096 0.100 -2.969 -0.3807
C -0.094 1.573 -3.168 0.4701
C 0.355 2.347 -2.083 0.2703
H 0.506 1.837 -1.123 0.1166
C 0.568 3.723 -2.225 -0.6013
H 0.908 4.291 -1.340 0.4501
C 0.306 4.321 -3.485 -0.4692
H 0.480 5.397 -3.630 0.3282
C -0.344 3.591 -4.496 -0.3647
H -0.734 4.122 -5.387 0.3196
C -0.591 2.212 -4.319 -0.4234
H -1.162 1.604 -5.038 0.3818
H -1.085 -0.430 -3.109 0.2873
C -2.528 -1.281 0.053 -0.3348
C -2.501 -0.215 1.094 -1.3878
H -3.282 -0.944 -0.678 0.4598
H -2.835 -2.287 0.388 0.0869
H -1.533 -1.414 -0.421 -0.2485
C -2.588 1.105 0.889 1.3247
C -3.831 1.933 1.196 -1.3147
H -1.758 1.632 0.351 0.0770
H -4.014 2.629 0.356 0.3819
H -3.733 2.507 2.126 0.1853
H -4.664 1.210 1.347 0.2562
Sr -0.549 -0.070 2.421 0.9252
Cl 0.377 2.580 1.798 -0.7181
Cl -2.789 0.051 4.041 -0.7105
H 4.513 1.482 -1.144 0.3742
H 4.550 1.961 1.272 0.3274
C 3.420 1.517 -1.019 -0.9436
C 3.559 1.549 1.484 -0.9484
N 3.031 0.947 0.270 0.2933
H 2.955 0.957 -1.839 0.2998
C 2.213 -0.104 0.362 0.2978
O 1.926 -0.694 1.443 -0.7284
H 3.600 0.790 2.272 0.2639
H 1.783 -0.424 -0.596 0.3063
H 3.118 2.573 -1.094 0.2852
H 2.887 2.352 1.820 0.2559
H -0.342 -5.976 2.253 0.3242
H 1.540 -5.598 0.294 0.3068
C -0.943 -5.294 1.632 -1.0046
C 0.780 -4.933 -0.147 -0.8740
N -0.081 -4.377 0.891 0.2000
H -1.615 -4.721 2.275 0.2714
C 0.046 -3.096 1.277 0.9355
O -0.490 -2.604 2.285 -0.7468
H 1.290 -4.117 -0.670 0.2400
H 0.670 -2.487 0.583 -0.2856
H -1.523 -5.892 0.914 0.3385
H 0.174 -5.501 -0.865 0.3132
O -0.028 -0.312 5.162 -0.5694
H 0.366 0.498 5.529 0.2957
H -1.020 -0.126 5.158 0.2799
```

Its HOMO energy (alpha / beta) is -0.9 / -1.4 eV. For the max |F|, the calculation gives 3.9 eV Å⁻¹. The charge is -1. The orbital gap (alpha / beta) is 3.1 / 3.5 eV.

Record 4
C17H29ClErSi2 | wB97M-V/def2-TZVPD

The geometry in XYZ format:
```
50
Properties=species:S:1:pos:R:3:mulliken_charge:R:1
C 0.389 3.003 1.670 -0.4662
C 1.073 3.703 0.615 -0.4470
C 2.250 2.979 0.286 -0.4751
H 0.766 4.657 0.162 0.3667
C 2.289 1.812 1.093 -0.4964
C 1.143 1.812 1.962 -0.4311
H 0.858 1.006 2.638 0.5407
H -0.609 3.248 2.063 0.4465
H 3.041 3.305 -0.401 0.4999
H 3.110 1.066 1.093 0.5344
Er -0.020 1.497 -0.108 0.1373
Cl -1.929 2.890 -0.862 -0.5597
C 0.205 0.891 -3.491 -0.6436
C 1.445 0.355 -3.041 -0.5533
C 2.296 1.460 -2.693 -0.7356
H 1.677 -0.696 -2.907 0.6048
C 1.579 2.658 -2.948 -0.4804
C 0.298 2.323 -3.442 -0.5604
H -0.513 3.012 -3.652 0.4353
H -0.683 0.314 -3.747 0.4075
H 3.276 1.374 -2.238 0.3941
H 1.933 3.659 -2.733 0.4488
C -1.778 -0.430 2.814 -0.9517
Si -2.202 -0.805 1.011 0.2018
C -2.930 -2.533 0.820 -1.1033
C -3.621 0.355 0.589 -1.1394
C -0.707 -0.708 -0.064 0.5412
Si 0.605 -1.989 0.161 0.3829
C 0.288 -3.329 -1.128 -1.1775
C 2.404 -1.456 -0.030 -0.9500
C 0.563 -2.801 1.872 -1.2012
H -2.699 -0.578 3.408 0.3811
H -1.461 0.619 2.955 0.2349
H -0.998 -1.084 3.234 0.2934
H -3.832 -2.600 1.447 0.3281
H -3.235 -2.703 -0.225 0.2830
H -2.253 -3.350 1.107 0.3149
H -3.453 1.385 0.932 0.3142
H -3.826 0.394 -0.492 0.3254
H -4.528 -0.026 1.090 0.2949
H -1.052 -0.751 -1.130 0.0827
H 0.442 -2.945 -2.147 0.3008
H 0.989 -4.161 -0.966 0.3286
H -0.736 -3.724 -1.064 0.2781
H 2.768 -0.876 0.828 0.1306
H 3.004 -2.382 -0.064 0.3852
H 2.624 -0.897 -0.948 0.2175
H 0.897 -2.108 2.658 0.2894
H -0.418 -3.200 2.165 0.2919
H 1.271 -3.645 1.848 0.3554
```

Its HOMO energy (alpha / beta) is -3.8 / -3.8 eV. For the max |F|, the calculation gives 4.6 eV Å⁻¹. The charge is -1. The orbital gap (alpha / beta) is 6.4 / 6.4 eV. As for the spin multiplicity: 4.

Which value of max |F| does entry 3 give?
3.9 eV Å⁻¹

What is the formula in the second record?
C17H29BClNO3S